No. 1
Here is C6H8N2 in the gas phase in a non-equilibrium geometry from OMol25. Energies are from the ωB97M-V functional and the def2-TZVPD basis.

## Properties
Kohn-Sham gap (alpha / beta) = 7.6 / 7.0 eV
total charge = 0
E_tot = -342.72367 a.u.
E_HOMO (alpha / beta) = -8.5 / -8.1 eV
F_max = 1.00 eV/A

```
16
Properties=species:S:1:pos:R:3:forces:R:3:nbo_charge:R:1
C -0.44233 -0.37247 0.06846 -0.06 -0.93 0.38 0.029
C -1.67082 0.32194 0.51852 0.08 0.36 -0.10 -0.219
C -2.78215 0.36168 -0.20287 0.15 -0.01 0.02 -0.344
N 0.20805 -1.16114 0.96951 0.57 0.28 -0.39 -0.693
H 0.17737 -0.78700 1.91575 -0.11 0.06 -0.03 0.370
H -0.52205 -0.84143 -0.91115 0.12 0.15 -0.07 0.213
H -1.59529 0.85592 1.45977 -0.04 -0.05 0.03 0.214
H -2.85662 -0.13064 -1.16527 0.05 -0.03 0.01 0.196
H -3.65185 0.91158 0.13042 0.02 -0.06 0.07 0.210
C 2.12748 0.28183 -0.82457 -0.47 -0.19 -0.14 -0.318
C 2.58226 -0.70011 -0.15041 -0.54 -0.29 0.38 -0.342
C 0.75947 1.02081 -0.37450 0.58 0.68 0.11 0.125
N 0.50624 2.15455 -0.19072 -0.11 -0.57 -0.10 -0.288
H 2.44157 0.76982 -1.73655 0.07 0.11 0.05 0.244
H 3.42624 -1.36508 -0.18956 0.15 0.14 -0.09 0.228
H 1.29242 -1.32026 0.68317 -0.46 0.36 -0.13 0.374
```
Forces are in eV/Å.



No. 2
Here is 30 unconnected molecules or ions with the total composition C11H82NO29 in a non-equilibrium geometry from OMol25. Energies are from the ωB97M-V functional and the def2-TZVPD basis.

## Properties
Kohn-Sham gap = 8.1 eV
total charge = +1
E_tot = -2704.19739 a.u.
E_HOMO = -11.3 eV
F_max = 10.04 eV/A

```
123
Properties=species:S:1:pos:R:3:forces:R:3:mulliken_charge:R:1
C 0.68313 -4.12677 -1.29512 0.22 -1.64 -3.84 -0.421
C 1.69613 -3.17577 -0.60712 -1.10 -4.54 0.06 1.290
C 0.97813 -2.25377 0.33188 -1.63 -1.07 0.94 -0.274
C 0.31613 -1.00577 -0.45512 1.40 -5.25 -2.40 3.220
N -0.38787 -0.06277 0.34588 -3.85 0.47 -3.10 1.335
C -1.55887 -0.64777 0.98588 -1.11 -0.13 4.06 0.499
C -2.59787 0.44723 1.41588 -0.15 0.17 -2.83 -0.908
C -2.21387 1.48523 0.29688 2.94 -7.99 1.58 -2.490
C -1.21587 0.95323 -0.61612 0.73 -2.58 -1.00 0.430
C 0.45613 0.64523 1.25688 3.54 0.69 -0.84 -1.620
C 1.85213 1.19523 0.77888 0.75 -2.30 2.86 1.483
C 2.65313 1.97123 1.91488 1.83 -2.18 -2.78 -0.928
H 0.30413 -3.73677 -2.39412 1.30 -0.96 4.08 -0.421
H -0.05087 -4.55077 -0.60312 -0.40 0.56 -0.20 0.422
H 1.14013 -5.10877 -1.71812 -0.01 1.39 1.00 0.123
H 2.03913 -2.55877 -1.33912 1.83 1.30 -2.02 -0.774
H 2.48213 -4.01977 -0.29512 -1.19 2.85 0.42 0.064
H 1.75013 -1.88077 0.89388 1.56 1.05 2.30 0.031
H 0.27913 -2.99477 0.98988 1.11 2.48 -1.32 0.253
H -0.21187 -1.71077 -1.23512 -0.35 2.45 1.71 -2.826
H 0.99813 -0.46777 -1.15112 -0.18 -0.49 1.61 -0.587
H -1.10687 -1.17777 1.86588 -1.19 -0.48 -0.95 0.903
H -2.20787 -1.07977 0.25588 0.77 -1.54 -0.30 -1.227
H -2.61787 0.95723 2.28988 1.76 1.16 3.29 0.701
H -3.72987 0.26823 1.49088 1.60 -1.09 -1.37 -0.086
H -2.08987 2.32123 0.67588 2.92 7.77 3.98 1.299
H -3.01487 1.67223 -0.10812 -8.45 1.26 -5.28 1.303
H -0.41587 1.54123 -0.83712 1.26 2.15 -0.22 -0.472
H -1.56987 0.51723 -1.66512 0.62 0.06 2.87 0.967
H 0.62813 0.06223 2.08588 0.29 -1.72 1.93 0.745
H 0.01713 1.47923 1.59588 -2.43 3.02 1.15 1.012
H 1.63313 1.82023 -0.07912 0.99 -0.38 -0.52 -1.145
H 2.60413 0.28323 0.94388 -1.61 1.36 -2.39 -0.379
H 2.42513 2.94723 2.04688 -1.55 3.05 0.65 0.427
H 3.71513 2.11223 1.37188 -2.28 -0.75 2.08 -0.187
H 2.61313 1.38623 2.84688 0.64 0.29 -0.35 0.480
O 1.83013 -4.32977 -4.45912 -0.55 -0.55 -0.34 -0.639
H 2.28813 -4.91777 -3.86512 0.58 -0.22 0.48 0.301
H 1.19213 -4.95977 -4.84512 0.10 0.75 -0.07 0.315
O -2.63187 -1.53077 -2.00112 2.87 0.34 0.85 -0.797
H -2.97087 -1.87277 -1.18612 -0.47 -0.85 0.36 0.019
H -3.34887 -1.33177 -2.52812 -2.39 0.49 -1.78 0.306
O -5.03287 -0.11877 -0.94812 -1.63 1.28 0.25 -0.561
H -5.84687 0.22523 -0.52412 0.36 -1.19 0.44 0.192
H -4.98387 0.67423 -1.49912 1.16 -0.13 -0.78 0.217
O 4.65213 4.23223 -0.07512 2.47 -1.13 -0.54 -0.611
H 4.51513 3.30223 -0.38312 -0.26 1.19 0.17 0.367
H 5.65713 4.31423 -0.19512 -2.18 0.13 0.34 0.281
O 5.09713 0.90123 0.26788 3.93 -1.26 -4.01 -0.800
H 4.55213 1.07723 -0.52412 -0.28 0.32 0.13 0.298
H 6.11713 0.81923 -0.18112 -4.10 0.10 1.88 0.440
O 3.11013 0.12923 4.97588 1.00 3.58 2.02 -0.609
H 3.28913 -0.64877 4.54488 0.40 -3.34 -1.94 0.343
H 4.03613 0.45523 5.14088 -1.49 -0.12 -0.09 0.311
O -0.04587 -8.49677 -0.85712 0.25 -0.72 -1.16 -0.655
H 0.60613 -8.03777 -1.49012 -1.72 -1.96 1.11 0.325
H -0.36987 -9.43377 -1.12712 1.44 2.72 0.05 0.330
O 5.13113 -3.54777 -1.54812 1.91 -2.98 -0.10 -0.577
H 5.35513 -4.26877 -0.85412 -0.79 1.92 -1.36 0.306
H 5.87113 -3.71277 -2.19412 -1.07 0.55 0.67 0.263
O -2.19687 3.07923 -2.32512 -3.84 -0.54 3.23 -0.523
H -3.24087 3.10423 -2.11812 3.05 -0.86 0.81 0.223
H -2.35787 3.37423 -3.16312 0.62 1.45 -4.27 0.254
O -4.20487 -2.52177 -0.21912 4.60 -5.04 2.23 -0.535
H -4.91487 -3.07477 -0.32712 -2.59 -2.04 -0.43 0.340
H -4.44287 -1.70177 -0.35912 -2.60 6.73 -1.01 0.269
O -1.97987 4.98523 -0.09612 -0.69 5.94 5.87 -0.704
H -2.70087 4.59823 0.34588 -1.99 -0.46 1.01 0.348
H -1.85587 4.60223 -0.83512 0.88 -4.28 -8.66 0.471
O -1.07887 0.49023 4.85688 2.71 0.80 0.68 -0.636
H -1.75987 -0.09177 4.57688 -0.80 -1.39 -0.13 0.392
H -0.26187 -0.01777 5.13088 -1.68 0.72 -0.51 0.318
O 1.14013 0.34023 -2.99312 -3.36 -0.01 -2.79 -0.655
H 0.45713 -0.15177 -3.62012 2.33 1.22 1.93 0.297
H 1.69613 -0.33177 -2.64912 1.28 -1.34 -0.12 0.240
O 4.69313 -1.99077 0.42888 -1.34 -1.54 -3.96 -0.673
H 4.47613 -2.34377 -0.59612 1.13 0.60 4.21 0.453
H 4.57013 -1.08077 0.18888 0.18 1.41 0.77 0.256
O 0.13313 4.27123 0.64488 1.26 -1.13 0.35 -0.774
H 0.79013 4.51923 -0.06012 -0.60 0.22 2.50 0.223
H -0.72787 4.56823 0.25988 1.03 -0.11 1.36 0.397
O 0.25813 4.72923 3.67388 0.15 0.07 -1.40 -0.665
H 0.42113 4.72723 2.69188 -0.43 0.02 0.88 0.326
H 0.98013 4.19223 3.99988 0.16 -0.16 0.29 0.308
O 3.01413 -1.80277 -3.15112 -3.00 -0.97 -1.50 -0.647
H 2.47513 -2.62377 -3.40912 -0.17 2.01 -0.37 0.304
H 3.67013 -2.34977 -2.82112 3.15 -0.96 1.57 0.235
O 6.16713 1.83523 2.26788 -1.62 -4.65 -1.72 -0.655
H 5.65713 1.62123 1.35388 1.20 0.00 3.54 0.293
H 6.24913 2.68923 2.04188 1.00 5.48 -0.20 0.305
O -4.87187 2.39723 -2.04712 -0.81 0.39 1.99 -0.714
H -5.53287 2.90723 -1.53412 0.43 -0.63 0.94 0.296
H -5.00487 2.93123 -2.78912 -0.01 0.77 -3.10 0.312
O 3.53213 -2.07477 3.31488 2.03 1.37 -1.57 -0.660
H 3.00813 -2.85177 3.28288 -0.49 -1.16 -0.30 0.269
H 4.14413 -2.04377 2.49788 -1.55 -0.36 1.59 0.255
O -0.63987 -2.51077 -3.30912 1.18 -2.87 -2.62 -0.686
H -1.05687 -2.13777 -2.58812 -1.96 1.75 1.98 0.064
H -0.80687 -3.47777 -3.06012 -0.46 1.77 -1.47 0.349
O -5.65587 2.14723 1.41588 1.17 1.61 -0.96 -0.499
H -5.69487 1.52723 2.08988 1.07 -1.80 3.14 0.244
H -6.40587 1.79323 1.01188 -2.31 -0.02 -2.03 0.241
O -5.54387 -0.37877 3.69788 -2.44 2.13 2.53 -0.755
H -6.57087 -0.49277 3.68788 2.75 0.11 0.19 0.328
H -5.39787 0.24223 4.54288 -0.55 -1.89 -2.68 0.401
O -2.99687 -1.39777 4.31188 -1.83 -0.60 -1.71 -0.740
H -3.99787 -1.20277 4.27788 2.19 -0.64 -0.12 0.375
H -2.82687 -1.87277 3.44388 -0.40 0.80 1.60 0.286
O -4.22287 4.49323 0.92388 -0.74 6.17 0.81 -0.757
H -4.29887 5.24523 1.69888 0.37 -3.95 -2.46 0.333
H -4.15087 3.59123 1.05488 -0.41 -2.56 2.09 0.337
O 1.34713 5.27423 -1.23712 0.23 -2.51 -1.33 -0.645
H 0.59413 5.80823 -1.46212 -0.49 0.63 -0.15 0.352
H 0.98113 4.30623 -1.35412 1.26 2.29 -1.12 0.378
O 3.44813 2.19823 -1.91012 5.08 -1.21 -1.56 -0.532
H 2.55113 2.33823 -2.03312 -2.72 0.52 -0.96 0.292
H 3.95413 2.09023 -2.81112 -2.12 0.50 2.51 0.284
O -2.19387 -5.27177 -3.03212 0.92 -1.64 4.67 -0.640
H -2.24687 -5.66977 -2.00912 0.40 1.54 -4.13 0.351
H -3.10987 -5.24577 -3.25312 -1.14 0.12 -0.50 0.284
O 0.40413 2.72123 -1.97712 -4.38 2.72 -0.85 -0.661
H -0.68087 2.68623 -2.21912 3.76 1.33 1.21 0.477
H 0.47613 1.85823 -2.27212 1.83 -3.25 -1.28 0.389
```
Forces are in eV/Å.



No. 3
Here is a molecular structure, C6H7NO in a non-equilibrium geometry from OMol25. Energies are from the ωB97M-V functional and the def2-TZVPD basis.

## Properties
Kohn-Sham gap = 5.9 eV
total charge = 0
E_tot = -362.11110 a.u.
E_HOMO = -7.8 eV
F_max = 6.42 eV/A

```
15
Properties=species:S:1:pos:R:3:forces:R:3:nbo_charge:R:1
C 0.24016 0.09677 -1.53292 -0.18 5.32 2.45 -0.006
C 0.18125 -1.66037 -0.73507 0.31 -3.03 3.90 -0.006
C 0.11618 -0.28824 1.75177 0.28 -4.35 -0.17 0.264
C -0.12448 1.43440 0.81096 -0.22 1.61 -4.71 -0.081
C -0.47120 0.09134 0.55619 -4.69 2.22 3.78 -0.376
C 0.66523 -0.35068 -0.27808 1.17 -1.03 -5.88 -0.298
H -1.09887 1.72033 -1.07438 2.45 0.58 0.37 0.352
H 0.90527 -0.03111 -2.36241 -0.19 -0.17 -0.86 0.229
H -0.79306 -1.98370 -1.08799 0.14 -0.08 -0.54 0.238
H 0.98159 -0.29938 2.34866 0.39 0.31 1.35 0.251
H -0.88563 2.11602 1.18137 0.37 0.22 0.53 0.198
H -1.53704 -0.28991 0.43324 1.45 0.36 -0.69 0.232
H 1.68195 -0.35656 -0.04706 1.24 0.27 1.24 0.245
N -0.00601 1.69058 -0.89333 -2.58 -1.54 -0.58 -0.602
O 0.14465 -1.88950 0.92906 0.07 -0.68 -0.19 -0.639
```
Forces are in eV/Å.



Ordered relative energy (zero: lowest compared OMol25 entry of this formula, charge and spin) results: 552.04; 692.76; 1844.12; unit kJ/mol.